No. 1
199
Properties=species:S:1:pos:R:3 method="wB97M-V/def2-TZVPD" homo_lumo_gap_ev="7.7444 / 3.2453" homo_energy_ev="-9.65 / -9.65" s_squared=0.75 spin_multiplicity=2 total_energy_ev=-116329.17487 charge=+1 e_lumo_ev="-1.907 / -6.405"
C -5.09 -25.74 -2.55
C -6.21 -24.68 -2.44
N -6.03 -23.53 -3.39
C -4.75 -22.79 -3.24
C -4.82 -21.96 -1.98
C -6.07 -23.94 -4.78
C -7.33 -24.69 -5.18
H -5.04 -26.16 -3.55
H -5.31 -26.53 -1.83
H -4.11 -25.40 -2.22
H -7.20 -25.12 -2.44
H -6.15 -24.34 -1.41
H -3.82 -23.36 -3.26
H -4.66 -22.09 -4.08
H -5.75 -21.38 -1.98
H -4.62 -22.63 -1.15
H -3.98 -21.27 -1.84
H -5.14 -24.40 -5.12
H -6.11 -23.03 -5.39
H -8.24 -24.20 -4.84
H -7.39 -25.72 -4.82
H -7.31 -24.75 -6.27
C -6.23 -16.37 2.67
C -6.63 -17.79 2.16
N -5.37 -18.49 1.74
C -5.57 -19.38 0.58
C -6.52 -20.53 0.92
C -4.81 -19.13 2.96
C -3.53 -19.89 2.50
H -5.95 -15.75 1.82
H -5.45 -16.44 3.43
H -7.04 -15.76 3.06
H -7.11 -18.18 3.06
H -7.42 -17.88 1.41
H -5.87 -18.87 -0.33
H -4.61 -19.82 0.29
H -6.19 -21.15 1.75
H -7.48 -20.11 1.21
H -6.74 -21.22 0.10
H -5.58 -19.69 3.49
H -4.46 -18.34 3.62
H -3.85 -20.91 2.28
H -2.81 -20.00 3.32
H -3.07 -19.38 1.66
C -10.88 -22.32 1.85
C -10.79 -21.32 3.00
N -10.82 -19.93 2.56
C -12.12 -19.45 2.01
C -13.24 -19.49 3.07
C -10.23 -19.13 3.59
C -10.21 -17.63 3.22
H -10.33 -21.89 1.01
H -11.87 -22.64 1.53
H -10.36 -23.23 2.16
H -11.60 -21.54 3.69
H -9.90 -21.43 3.62
H -12.03 -18.46 1.56
H -12.37 -20.18 1.23
H -13.55 -20.47 3.41
H -13.00 -18.94 3.98
H -14.12 -19.14 2.54
H -9.18 -19.41 3.66
H -10.69 -19.26 4.57
H -11.20 -17.18 3.24
H -9.71 -17.43 2.27
H -9.56 -17.03 3.86
C -11.90 -22.83 -7.91
C -11.43 -23.89 -6.86
N -12.09 -25.16 -7.03
C -13.39 -25.33 -6.36
C -13.35 -25.45 -4.81
C -11.20 -26.25 -6.73
C -10.18 -26.58 -7.88
H -12.95 -22.56 -7.76
H -11.80 -23.12 -8.95
H -11.35 -21.90 -7.82
H -10.35 -23.99 -7.03
H -11.49 -23.57 -5.82
H -13.96 -26.16 -6.77
H -14.03 -24.48 -6.58
H -14.25 -25.46 -4.19
H -12.71 -24.71 -4.33
H -12.86 -26.40 -4.58
H -10.65 -26.05 -5.81
H -11.70 -27.18 -6.46
H -9.43 -25.79 -7.87
H -9.68 -27.51 -7.63
H -10.61 -26.61 -8.89
C -13.79 -24.50 -0.71
C -15.08 -23.74 -1.01
N -15.85 -23.70 0.26
C -16.52 -22.44 0.39
C -15.51 -21.31 0.80
C -16.55 -24.93 0.52
C -17.01 -24.96 1.98
H -13.30 -24.15 0.20
H -13.04 -24.41 -1.49
H -13.95 -25.57 -0.60
H -14.84 -22.76 -1.42
H -15.77 -24.15 -1.75
H -17.05 -22.20 -0.54
H -17.26 -22.43 1.18
H -14.94 -21.66 1.67
H -14.80 -21.07 0.00
H -16.11 -20.44 1.06
H -15.90 -25.80 0.48
H -17.38 -24.95 -0.20
H -17.64 -24.12 2.28
H -16.17 -25.00 2.66
H -17.63 -25.84 2.14
C -15.00 -16.75 1.09
C -14.91 -15.23 0.92
N -14.26 -14.86 -0.31
C -14.26 -13.39 -0.48
C -15.65 -12.86 -0.82
C -12.86 -15.35 -0.35
C -12.02 -14.88 0.82
H -14.06 -17.21 1.38
H -15.24 -17.25 0.15
H -15.73 -16.98 1.87
H -15.96 -14.93 0.93
H -14.48 -14.78 1.81
H -13.81 -12.82 0.33
H -13.67 -13.14 -1.36
H -15.41 -11.82 -1.05
H -16.10 -13.42 -1.64
H -16.38 -12.97 -0.02
H -12.36 -15.02 -1.27
H -12.86 -16.43 -0.45
H -12.14 -13.81 1.00
H -10.95 -15.08 0.73
H -12.25 -15.30 1.80
C -8.86 -17.70 -1.61
C -9.21 -16.52 -2.51
N -8.10 -16.22 -3.44
C -8.45 -15.02 -4.24
C -7.15 -14.36 -4.61
C -7.71 -17.38 -4.30
C -6.41 -18.04 -3.82
H -9.05 -18.68 -2.05
H -9.67 -17.61 -0.88
H -7.90 -17.59 -1.10
H -10.19 -16.74 -2.94
H -9.28 -15.67 -1.83
H -9.01 -15.37 -5.10
H -9.01 -14.34 -3.60
H -7.33 -13.50 -5.25
H -6.62 -14.02 -3.72
H -6.54 -15.03 -5.22
H -7.43 -17.06 -5.31
H -8.50 -18.13 -4.36
H -6.11 -18.83 -4.50
H -6.40 -18.45 -2.81
H -5.57 -17.34 -3.86
O -11.45 -18.91 -7.82
S -10.94 -17.83 -6.99
O -9.46 -17.69 -6.83
O -11.52 -16.36 -7.65
C -11.06 -15.16 -7.11
C -11.87 -14.07 -7.81
C -11.82 -17.94 -5.32
H -9.98 -15.18 -7.28
H -11.12 -15.11 -6.03
H -12.92 -14.23 -7.61
H -11.87 -13.98 -8.90
H -11.60 -13.08 -7.45
H -11.36 -18.71 -4.70
H -12.86 -18.20 -5.48
H -11.75 -16.96 -4.85
O -10.93 -23.00 -2.39
S -10.20 -21.90 -3.08
O -9.95 -21.88 -4.52
O -11.11 -20.51 -2.73
C -11.57 -20.21 -1.41
C -13.01 -19.73 -1.61
C -8.64 -21.56 -2.14
H -10.95 -19.45 -0.94
H -11.59 -21.08 -0.76
H -13.13 -18.87 -2.27
H -13.42 -19.47 -0.63
H -13.59 -20.58 -1.96
H -8.85 -21.31 -1.10
H -7.97 -20.84 -2.62
H -8.13 -22.52 -2.16
O -18.69 -21.43 -2.11
S -17.72 -20.61 -2.86
O -17.03 -19.52 -2.21
O -16.56 -21.61 -3.59
C -15.67 -20.98 -4.49
C -14.71 -22.10 -5.03
C -18.54 -19.98 -4.41
H -15.08 -20.24 -3.95
H -16.14 -20.40 -5.28
H -15.19 -22.99 -5.44
H -13.95 -22.31 -4.28
H -14.07 -21.72 -5.83
H -19.42 -19.44 -4.04
H -18.81 -20.70 -5.18
H -17.85 -19.18 -4.68

No. 2
74
Properties=species:S:1:pos:R:3 method="wB97M-V/def2-TZVPD" homo_lumo_gap_ev="7.3383 / 4.6814" homo_energy_ev="-10.41 / -10.23" s_squared=2.05 spin_multiplicity=3 de_lowest_ev=0.000 total_energy_ev=-125020.98932 charge=+1 e_lumo_ev="-3.069 / -5.549"
Au -0.59 -0.54 -0.45
C 5.79 -1.03 1.11
C 4.87 -1.11 -0.12
C 5.71 -1.26 -1.39
C 3.98 -2.35 0.03
C 4.05 0.17 -0.23
C 4.71 1.41 -0.29
C 3.98 2.56 -0.46
C 2.57 2.56 -0.58
S 2.02 4.06 -1.34
C -0.24 2.28 0.19
N 0.52 1.17 -0.25
C 1.89 1.33 -0.39
C 2.68 0.17 -0.28
C -2.01 3.72 -0.43
C -2.86 4.72 -0.84
C -4.16 4.74 -0.32
C -4.59 3.77 0.60
C -3.75 2.77 1.02
C -2.43 2.75 0.51
H 6.36 -1.96 1.20
H 5.21 -0.89 2.02
H 6.50 -0.21 1.03
H 6.30 -2.19 -1.34
H 6.41 -0.43 -1.51
H 5.08 -1.30 -2.28
H 4.61 -3.24 0.12
H 3.34 -2.49 -0.85
H 3.35 -2.30 0.92
H 5.78 1.47 -0.22
H 4.51 3.50 -0.57
H 2.12 -0.75 -0.18
H -2.55 5.46 -1.57
H -4.85 5.51 -0.64
H -5.60 3.82 0.97
H -4.07 2.02 1.73
C 0.82 2.48 2.60
C 0.49 3.07 1.29
N -1.49 1.87 0.86
C -0.60 3.39 -0.83
C 0.45 4.44 -0.54
N 0.65 4.30 0.92
C 1.19 5.41 1.72
N 0.60 5.43 3.02
N 1.37 5.19 4.12
N 0.65 5.26 5.16
C -0.65 5.56 4.78
C -1.80 5.73 5.55
C -2.97 6.00 4.87
C -3.00 6.10 3.46
C -1.87 5.93 2.69
C -0.69 5.67 3.39
H 0.81 1.40 2.50
H 0.05 2.76 3.32
H 1.78 2.84 2.97
H -0.53 3.03 -1.86
H 0.19 5.46 -0.81
H 0.95 6.32 1.17
H 2.27 5.31 1.83
H -1.77 5.65 6.62
H -3.89 6.15 5.42
H -3.94 6.31 2.97
H -1.90 6.00 1.61
Se -2.07 -2.33 -0.66
C -0.85 -3.72 -1.18
C -0.13 -3.62 -2.36
C 0.69 -4.68 -2.70
N 0.84 -5.78 -1.96
C 0.14 -5.85 -0.83
C -0.73 -4.85 -0.40
H -0.21 -2.76 -3.00
H 1.27 -4.65 -3.62
H 0.27 -6.74 -0.24
H -1.27 -4.97 0.53

No. 3
93
Properties=species:S:1:pos:R:3 method="wB97M-V/def2-TZVPD" homo_lumo_gap_ev="7.7009 / 7.6579" homo_energy_ev="-5.38 / -5.34" s_squared=0.76 spin_multiplicity=2 de_lowest_ev=0.000 total_energy_ev=-220951.29145 charge=-1 e_lumo_ev="2.322 / 2.323"
Co 1.09 0.08 -0.02
F 1.96 0.52 2.39
Sb 3.43 0.91 3.55
F 2.75 2.65 3.77
F 4.43 1.50 2.04
F 4.88 1.28 4.70
F 4.07 -0.85 3.27
F 2.37 0.30 5.00
C 4.09 0.88 -1.18
O 3.93 -0.40 -0.55
C 2.81 -0.79 -0.05
C 2.97 -2.18 0.46
H 4.05 0.71 -2.25
H 5.07 1.24 -0.89
H 3.31 1.57 -0.86
H 3.99 -2.53 0.31
H 2.26 -2.81 -0.08
H 2.71 -2.21 1.52
O 0.34 -1.53 1.06
S -0.47 -2.78 1.27
C -2.19 -2.37 1.05
C -2.75 -1.26 1.66
C -4.09 -0.99 1.47
C -4.87 -1.83 0.68
C -4.30 -2.94 0.07
C -2.95 -3.21 0.24
C -0.51 -2.97 3.05
C -1.33 -3.94 3.61
C -1.29 -4.15 4.98
C -0.43 -3.40 5.77
C 0.39 -2.44 5.20
C 0.35 -2.22 3.82
H -2.13 -0.61 2.26
H -4.53 -0.12 1.94
H -5.92 -1.62 0.54
H -4.90 -3.57 -0.57
H -2.46 -4.02 -0.29
H -2.00 -4.52 2.98
H -1.93 -4.90 5.43
H -0.40 -3.56 6.84
H 1.08 -1.86 5.80
H 0.98 -1.47 3.36
Br -0.07 5.92 -0.96
C 1.67 5.58 -0.25
C 2.54 6.66 -0.23
C 3.82 6.51 0.25
C 4.24 5.26 0.69
C 3.38 4.19 0.65
C 2.07 4.32 0.18
C 1.20 3.10 0.24
O -0.01 3.25 0.55
O 1.77 2.00 0.04
H 2.20 7.63 -0.59
H 4.49 7.36 0.28
H 5.24 5.13 1.09
H 3.69 3.21 1.01
C -3.56 -1.21 -3.55
C -2.67 -0.61 -2.47
C -2.04 0.70 -2.89
O -1.73 -1.61 -2.03
P -0.29 -1.97 -2.60
S 0.24 -3.71 -1.88
S 1.01 -0.44 -2.37
O -0.59 -2.03 -4.19
C 0.48 -2.36 -5.09
C 0.70 -1.17 -6.01
C 0.08 -3.62 -5.83
H -4.39 -0.53 -3.76
H -3.97 -2.16 -3.21
H -2.99 -1.38 -4.46
H -3.27 -0.44 -1.57
H -1.45 0.58 -3.80
H -1.39 1.09 -2.11
H -2.83 1.42 -3.09
H 1.38 -2.55 -4.51
H -0.21 -0.97 -6.58
H 1.52 -1.38 -6.70
H 0.95 -0.29 -5.42
H -0.85 -3.46 -6.37
H -0.06 -4.44 -5.11
H 0.86 -3.91 -6.54
C -2.13 3.11 2.46
N -2.11 2.07 1.45
C -2.99 2.33 0.32
C -0.86 1.59 1.13
O -0.73 0.79 0.17
H -3.13 3.17 2.88
H -1.85 4.09 2.04
H -1.43 2.87 3.26
H -4.01 2.44 0.69
H -2.94 1.48 -0.36
H -2.69 3.23 -0.21
H -0.19 1.54 2.00

No. 4
13
Properties=species:S:1:pos:R:3 method="wB97M-V/def2-TZVPD" homo_lumo_gap_ev="7.2858 / 8.1243" homo_energy_ev="-7.11 / -9.70" s_squared=12.01 spin_multiplicity=7 de_lowest_ev=0.000 total_energy_ev=-42720.25695 e_lumo_ev="0.176 / -1.579"
O 0.90 1.74 0.41
C 1.38 0.87 -0.44
H -0.82 1.46 0.23
H 0.94 0.93 -1.46
C -1.73 0.64 -0.01
C -1.22 -0.60 -0.12
C 0.05 -0.99 0.59
O 1.25 -0.54 -0.05
Fe 3.24 -0.48 0.14
H -1.56 -1.28 -0.91
H -2.58 0.90 -0.65
H 0.15 -2.08 0.65
H 0.02 -0.58 1.62

Looking at M for the records above, in order, we have 1080.8; 833.7; 1041.4; 141.9 u.